Entry from OMol25: an isolated molecule of C19H32N2O2 (the ωB97M-V functional and the def2-TZVPD basis).

The geometry in XYZ format:
```
55
Properties=species:S:1:pos:R:3:lowdin_charge:R:1
C -1.443 2.605 -0.156 -0.034
C -0.034 3.182 0.029 -0.527
C -0.040 4.599 -0.559 -0.056
C 1.010 2.358 -0.733 -0.088
C 1.217 0.932 -0.197 -0.253
N 0.402 -0.002 -0.950 0.125
C 0.898 -0.992 -1.709 -0.463
O 2.084 -1.245 -1.792 0.063
C -0.136 -1.827 -2.480 -0.191
C -1.446 -1.103 -2.801 -0.139
C -2.513 -1.363 -1.725 -0.078
C -1.970 -1.738 -0.351 -0.473
O -2.398 -1.231 0.669 0.058
N -1.026 -2.703 -0.387 -0.017
C -0.533 -3.381 0.774 -0.248
C 0.886 -3.148 1.213 -0.080
C -0.252 -2.657 2.051 -0.083
C -0.451 -3.086 -1.661 -0.090
C 0.890 0.808 1.296 -0.097
C 1.149 2.087 2.098 -0.529
C 2.647 2.408 2.114 -0.035
C 0.708 1.839 3.546 -0.051
C 0.334 3.267 1.526 -0.089
H -2.180 3.302 0.239 0.089
H -1.657 2.461 -1.214 0.085
H -1.580 1.661 0.362 0.069
H 0.952 5.045 -0.509 0.083
H -0.729 5.236 -0.009 0.085
H -0.351 4.580 -1.601 0.084
H 1.960 2.893 -0.694 0.113
H 0.729 2.295 -1.787 0.127
H 2.252 0.628 -0.385 0.148
H -0.593 0.124 -0.865 0.105
H 0.366 -2.135 -3.401 0.150
H -1.265 -0.032 -2.913 0.109
H -1.823 -1.459 -3.762 0.117
H -3.169 -0.500 -1.602 0.121
H -3.139 -2.205 -2.031 0.127
H -0.919 -4.396 0.847 0.150
H 1.466 -2.423 0.662 0.091
H 1.459 -3.997 1.555 0.100
H -0.481 -3.174 2.971 0.105
H -0.453 -1.601 2.087 0.075
H -1.141 -3.728 -2.225 0.135
H 0.466 -3.645 -1.468 0.137
H 1.474 -0.008 1.725 0.124
H -0.164 0.545 1.405 0.103
H 2.841 3.262 2.761 0.086
H 3.209 1.559 2.498 0.088
H 3.023 2.640 1.123 0.075
H 0.838 2.740 4.142 0.085
H 1.300 1.044 3.995 0.084
H -0.339 1.547 3.588 0.086
H 0.904 4.181 1.697 0.120
H -0.594 3.362 2.092 0.121
```

Values from the calculation:
Kohn-Sham gap ... 9.922 eV
E_HOMO ... -9.178 eV
Molar mass ... 320.48 g/mol
Relative energy (zero: lowest compared OMol25 entry of this formula, charge and spin) ... 0.543 eV
Largest force on an atom ... 0.6 eV/Å